No. 1
# C16H22AsClINOTeW

A molecular structure, C16H22AsClINOTeW (ωB97M-V/def2-TZVPD, OMol25).

XYZ file:
```
45
Properties=species:S:1:pos:R:3:forces:R:3
C 1.0098 -2.9591 2.4007 -0.452 0.060 0.014
C 0.4283 2.9776 -0.8913 0.044 -1.311 0.153
C 2.1319 -0.7524 0.7469 0.056 0.490 0.041
H 1.2493 -3.1388 -1.5389 -0.021 0.013 0.272
C -3.3481 4.1764 0.5982 -0.038 -0.280 0.000
C -3.4430 -3.5065 -1.6684 0.106 0.483 -0.047
H -3.6594 5.2087 0.6293 -0.071 0.109 -0.001
C -4.1923 3.1683 1.0274 0.243 0.193 -0.086
H -2.6764 -0.8816 -1.5758 0.159 0.251 0.749
Te -1.3664 -0.2704 3.1476 -0.070 -0.012 -0.525
N -2.5470 1.4861 0.5709 0.182 0.942 -0.285
C -3.7516 1.8514 1.0344 0.204 -0.680 0.000
W -1.3233 -0.3196 0.6846 -2.830 -1.814 0.834
H 1.0285 -2.2656 3.2499 0.032 -0.018 -0.243
H -3.3277 -3.1099 -2.6744 -0.018 0.029 -0.094
C -1.0910 4.7885 -0.3423 0.309 -0.433 -0.224
C 1.4041 -3.3687 -0.4788 -0.533 0.125 -0.402
H 2.4602 -0.5794 -0.2831 -0.233 -0.023 0.154
O -0.2312 0.7117 -0.3238 0.562 0.801 -0.464
H 0.9878 -4.3592 -0.2619 -0.064 0.325 0.023
H -1.4538 -2.9784 -1.0648 -0.570 0.116 0.206
C -1.7203 2.4793 0.1004 0.160 0.151 -0.311
C -2.7658 -1.3015 -0.5411 -0.495 -0.385 -0.517
Cl -1.4245 6.4601 -0.2768 -0.013 0.064 -0.021
H 2.9778 -1.1725 1.3059 -0.420 -0.140 -0.056
C -2.6300 -3.5158 0.6903 0.290 0.298 0.047
H -2.1914 -2.9177 1.5237 -0.159 -0.400 -0.368
H 1.9970 -3.4254 2.2903 -0.257 0.214 -0.093
H -3.2464 -4.5742 -1.7053 0.057 -0.118 0.035
H 0.8396 5.0531 -1.2079 -0.005 0.101 -0.030
H -4.3655 1.0523 1.4496 0.057 0.188 -0.189
C -2.4897 -2.8297 -0.6802 0.675 -0.432 0.435
H 0.2760 -3.7425 2.6110 0.044 0.127 -0.137
H 2.4837 -3.3951 -0.2792 -0.363 0.244 0.151
H -5.1854 3.3953 1.3791 -0.068 -0.019 0.085
H 1.8619 0.2185 1.1904 0.123 -0.409 -0.142
H -3.8522 -1.2232 -0.3007 0.648 0.298 0.266
C -0.4691 2.0484 -0.3934 0.190 2.229 -0.291
I 2.2422 2.2868 -1.6814 -0.362 0.368 0.103
H -4.4758 -3.3610 -1.3564 -0.101 -0.003 0.016
C 0.1134 4.3402 -0.8482 -0.406 0.499 0.158
C -2.0690 3.8558 0.1177 0.210 -0.480 0.017
H -3.6861 -3.6547 0.9192 -0.045 0.064 0.139
As 0.5955 -1.9926 0.7219 3.233 -1.810 0.528
H -2.1686 -4.5028 0.6748 0.011 -0.017 0.097
```
Positions in Å, forces in eV/Å.

LUMO level (alpha / beta) = -9.11 / -9.11 eV
spin multiplicity = 1
frontier orbital gap (alpha / beta) = 5.5 / 5.5 eV
charge = +2


No. 2
# C16H22AsI2N2O6SSiTa

A molecular structure, C16H22AsI2N2O6SSiTa (ωB97M-V/def2-TZVPD, OMol25).

XYZ file:
```
52
Properties=species:S:1:pos:R:3:forces:R:3
H -1.7941 4.0111 -1.4597 0.000 0.009 0.006
H 1.1051 -2.5954 1.7536 -0.057 -0.015 -0.007
H -3.8493 -0.4665 1.7106 0.003 0.001 0.025
C 1.3168 -0.9701 -3.1477 -0.038 -0.004 0.117
C -4.0348 1.4936 0.8074 0.002 -0.036 0.010
H -1.3132 -0.7069 4.5091 -0.016 -0.002 0.014
H 0.3718 -2.3036 -4.5211 -0.003 0.004 0.013
C 0.4754 -2.7050 2.6430 0.037 0.014 -0.011
N -1.0448 -0.5947 1.3749 0.287 0.316 -0.080
C -3.3666 2.5467 0.1896 0.018 0.002 0.000
C -1.9758 0.4126 1.1306 0.070 -0.190 0.081
C 3.2407 0.2128 -3.9383 0.036 0.010 -0.048
H 4.0530 0.9131 -3.7862 -0.004 0.001 0.019
C 2.0811 -1.3177 -5.3952 -0.047 -0.020 0.046
C -1.9937 2.5092 0.0343 0.040 0.107 0.121
O 2.9413 -0.1465 0.0746 -0.046 0.128 0.070
N -1.3214 1.4558 0.5554 0.156 -0.367 -0.467
O 0.9075 -1.5354 -0.6468 -0.272 -0.257 -0.288
H -5.1125 1.5290 0.9022 0.000 0.012 -0.008
C -1.2305 3.6119 -0.6185 0.007 -0.015 -0.013
C -3.3462 0.3852 1.2792 -0.010 0.218 0.016
H -1.0853 4.4238 0.0978 0.002 -0.001 0.002
H 2.5291 3.0485 3.9118 0.017 -0.032 0.010
H 3.8047 -0.1914 -5.9677 0.002 0.004 0.001
As 2.8888 0.9698 -1.3344 -0.508 0.178 0.118
C -1.9629 -1.4561 4.0500 0.061 -0.017 0.012
H -2.9634 -1.0320 3.9686 -0.017 0.004 -0.034
C 1.1777 -1.5978 -4.3675 0.032 -0.015 -0.099
O -0.7617 -2.4040 -2.3042 0.022 -0.030 -0.109
H 0.4317 -3.7785 2.8420 0.006 0.007 0.028
Si -1.2648 -2.0583 2.4405 0.010 -0.066 -0.149
H -2.0350 -3.3598 0.4841 0.017 -0.012 0.006
C -2.3471 -3.2524 1.5254 -0.015 0.035 -0.025
H -2.0269 -2.2961 4.7467 0.004 -0.002 -0.002
Ta 0.4299 0.1937 0.2577 -0.043 0.331 1.224
H 3.5609 2.3263 2.6421 -0.015 -0.010 -0.032
I 2.1423 4.3549 1.6368 -0.112 -0.026 -0.056
O 1.4434 1.6582 -0.5424 0.023 -0.477 -0.531
O 4.1721 1.8915 -1.5538 0.019 0.049 0.126
C 3.0994 -0.4180 -5.1799 0.011 0.022 0.026
H 3.7922 -0.5255 0.3420 -0.098 -0.108 -0.037
I 1.2377 1.0327 2.8862 -0.039 0.170 0.118
H -2.2795 -4.2389 1.9897 -0.017 0.009 0.018
H -3.3991 -2.9625 1.5330 0.005 0.008 -0.004
H 1.9713 -1.8107 -6.3510 0.000 -0.003 0.001
C 2.3612 -0.0457 -2.8999 0.096 0.005 -0.136
S 0.0999 -1.3512 -1.9558 0.406 0.404 0.091
H -0.2524 3.2829 -0.9583 -0.009 -0.002 -0.006
H -3.9132 3.3993 -0.1871 -0.008 -0.004 0.002
C 2.5839 2.7317 2.8758 0.212 -0.061 0.083
O -0.5389 -0.0248 -1.5674 -0.226 -0.294 -0.259
H 0.9944 -2.2491 3.4884 -0.002 0.021 0.000
```
Positions in Å, forces in eV/Å.

LUMO level = -7.84 eV
spin multiplicity = 1
frontier orbital gap = 7.0 eV
charge = +2


Energy above the lowest of the compared OMol25 structures with the same formula, charge and spin values, unit kcal/mol, following the record order: 36.0 32.4.